A molecular structure, C14H34N4NaO8 at a distorted geometry. Source: the OMol25 dataset; level of theory: ωB97M-V with the def2-TZVPD basis set.

Structure (XYZ):
```
61
Properties=species:S:1:pos:R:3
Na -0.23323 -1.21069 0.57358
C 0.91641 -3.78245 0.83359
O 0.47512 -3.37082 -0.32748
O 1.64885 -4.84775 0.86731
O 0.65828 -3.14796 1.93346
C -2.36617 0.62721 -1.13343
O -1.08613 0.08264 -1.40512
C -0.91883 -0.23271 -2.77036
C 0.47077 -0.79616 -2.97939
N 1.52522 0.11600 -2.64393
C 1.55637 1.36333 -3.38591
C 2.71732 2.20802 -2.86780
O 2.71519 3.42336 -3.58175
C 3.78581 4.27414 -3.25020
H -3.12853 -0.11621 -1.37629
H -2.52684 1.57936 -1.65111
H -2.36752 0.83230 -0.06452
H -1.15643 0.64666 -3.38298
H -1.59721 -1.05054 -3.06701
H 0.57264 -1.17969 -4.00472
H 0.58464 -1.75337 -2.45505
H 1.72144 0.24880 -1.66830
H 0.61107 1.91568 -3.32310
H 1.76224 1.11552 -4.43119
H 3.62377 1.60759 -3.00031
H 2.60201 2.39699 -1.79334
H 4.01321 4.92783 -4.08860
H 4.70500 3.70233 -3.07433
H 3.57187 4.82234 -2.33016
C 3.16055 -0.74689 0.32791
O 2.03647 0.12785 0.49157
C 2.09138 0.96215 1.62692
C 1.37909 0.32343 2.81738
N -0.06007 0.30268 2.72273
C -0.67344 1.63136 2.70505
C -2.17953 1.45419 2.81335
O -2.43712 0.87502 4.06986
C -3.78003 0.45096 4.19871
H 3.04500 -1.66815 0.90644
H 4.08893 -0.23042 0.58469
H 3.16962 -1.05217 -0.71594
H 1.80625 1.99052 1.37831
H 3.13366 1.17218 1.90711
H 1.79153 0.71206 3.76390
H 1.76981 -0.70192 2.80092
H -0.42022 -0.21114 3.51933
H -0.38047 2.13251 1.78344
H -0.36097 2.25986 3.55270
H -2.56267 0.82701 2.00486
H -2.62082 2.45948 2.76740
H -3.96590 -0.33031 3.46240
H -4.42507 1.33012 4.05822
H -4.02970 0.15524 5.21605
C -2.93716 -3.07055 0.24143
O -2.48873 -2.01631 0.67906
N -2.19610 -3.85944 -0.57115
N -4.13253 -3.60256 0.65661
H -2.51656 -4.69261 -1.01901
H -1.22927 -3.55930 -0.73350
H -4.39215 -4.50293 0.30467
H -4.54012 -3.32371 1.52702
```

Summary:
Net charge: -1
E_LUMO, eV: 2.05
Energy, eV: -41827.624
Multiplicity: 1
E_HOMO, Ha: -0.0744
Orbital gap, eV: 4.08